{
  "formula": "C19H43OP3PdSSe",
  "method": "ωB97M-V/def2-TZVPD",
  "species": ["H", "P", "H", "C", "H", "H", "H", "P", "C", "H", "C", "H", "H", "P", "C", "H", "H", "H", "Se", "H", "H", "H", "C", "H", "C", "H", "C", "C", "H", "H", "H", "C", "S", "C", "H", "H", "C", "H", "C", "H", "H", "H", "C", "H", "H", "H", "C", "H", "H", "H", "C", "H", "H", "Pd", "H", "H", "H", "H", "H", "C", "H", "C", "C", "H", "H", "H", "H", "O", "C"],
  "xyz": [[0.524, 0.588, -1.237], [1.809, -2.323, -0.882], [2.444, 3.378, 0.892], [-0.341, 3.382, -0.482], [-0.677, 2.829, 1.530], [2.842, -1.608, 1.209], [3.383, 3.383, 2.436], [-1.059, -0.632, 0.966], [2.199, 4.287, -5.691], [2.442, -3.367, 1.141], [4.165, 0.970, 2.927], [0.748, 3.482, -0.354], [3.917, 1.360, 3.917], [-1.926, -0.899, -2.540], [2.173, 1.861, -5.436], [2.433, 0.820, -5.700], [3.739, -3.335, -1.656], [1.603, 3.137, 2.465], [0.818, 0.439, -3.216], [-3.733, 0.606, -3.243], [-3.106, -0.148, 2.161], [-0.858, 3.524, -1.448], [1.511, 4.405, -4.466], [-1.333, -0.748, -4.899], [-2.998, 0.597, -2.425], [-2.058, -2.850, 0.754], [1.483, 2.006, -4.205], [1.198, 3.277, -3.698], [3.099, -2.215, -2.911], [-1.353, -2.447, -4.304], [1.162, -2.136, 1.478], [2.527, 2.972, 1.903], [2.760, 1.180, 1.796], [-0.300, 0.023, 2.499], [-2.127, -3.013, -1.392], [0.773, 3.420, -2.676], [-2.748, 0.082, 1.152], [-2.376, 1.496, -2.481], [-1.874, -1.478, -4.278], [-0.195, 1.114, 2.476], [-2.710, 1.160, 1.015], [1.282, 5.408, -4.104], [-2.843, -2.217, -1.649], [-2.885, -1.638, -4.687], [-2.176, 2.879, 0.315], [-0.916, -0.274, 3.368], [2.495, 2.999, -6.173], [-3.265, -1.820, -0.718], [-3.642, -2.635, -2.271], [5.033, 1.498, 2.516], [0.732, -3.681, -1.332], [4.365, -0.105, 2.997], [3.011, 2.900, -7.113], [0.000, -0.973, -1.203], [-3.542, 0.614, -1.472], [-2.015, -2.281, 2.457], [1.378, -4.551, -1.299], [0.727, -0.338, 2.646], [0.336, -3.507, -2.336], [3.331, -2.330, -1.835], [-0.558, -2.944, 1.642], [-1.458, -2.344, 1.513], [-1.106, 3.035, 0.532], [4.024, -1.559, -1.462], [-0.092, -3.752, -0.623], [-3.452, -0.301, 0.415], [2.505, 5.144, -6.280], [3.239, 0.828, 0.418], [2.084, -2.354, 0.923]],
  "forces_ev_per_angstrom": [[0.0458, 0.1290, -1.1555], [0.0480, 0.1822, 0.5618], [0.0642, -0.1799, 0.1310], [0.1591, -0.1798, -0.5507], [-0.6699, 0.3557, -0.5553], [-0.1253, -0.4959, -0.2427], [0.0576, -0.0526, -0.0189], [-1.0768, -0.7993, 1.1542], [-0.3550, -0.7008, -0.0112], [0.0414, 0.1397, 0.3403], [0.0872, -0.9569, 0.2692], [-0.6384, 0.2436, -0.4563], [-0.2858, 0.0232, -0.1137], [-2.5578, -0.7717, -1.0489], [0.1839, -0.5025, -0.3586], [-0.0370, 0.9060, -0.4261], [0.2604, 0.1684, -0.1587], [0.1428, 0.1478, -0.0194], [1.1981, 1.0199, -1.3700], [0.2869, -0.1579, 0.0831], [0.0732, -0.0050, -0.1791], [0.7761, 0.1915, 0.4472], [-0.2205, -0.2412, 1.1221], [-0.2479, -0.3529, 0.1496], [0.5158, 0.1105, 0.1665], [-0.0859, 0.1029, 0.2791], [-0.4321, -0.4006, 1.3375], [-0.1293, 2.2016, 0.4547], [0.2127, 0.0101, 0.5638], [-0.0582, 0.2985, -0.0443], [0.4359, -0.3205, -0.3512], [-0.7725, -0.0108, -0.0267], [2.0879, 1.3441, -0.2878], [0.6484, 0.2701, 0.1554], [-0.4324, 0.0351, -0.1977], [0.3017, -0.2318, -1.3015], [0.2823, 0.3636, -0.4094], [-0.1647, -0.0629, -0.1148], [0.4835, 0.1550, 0.0496], [-0.4138, -0.2119, -0.0189], [-0.0620, -0.0732, 0.1807], [-0.0093, -0.3253, 0.0424], [0.4537, 0.0071, 0.1669], [0.1747, 0.2068, 0.3608], [0.5900, 0.3764, 0.6664], [0.2770, 0.1612, -0.4138], [0.0635, -1.3427, 0.3635], [0.0427, -0.2051, -0.4199], [0.0964, 0.1043, -0.0172], [-0.2765, 0.0236, -0.2189], [0.2818, -0.0477, -0.0289], [0.0276, 0.2074, 0.0201], [0.1256, -0.1226, -0.1668], [-0.5251, 2.3103, 1.1909], [0.2342, -0.1157, -0.2864], [0.1432, -0.1943, -0.2214], [-0.2545, -0.7348, -0.1618], [-0.4110, -0.3392, 0.0630], [0.1907, -0.3471, -0.0317], [-0.1898, -0.1172, 0.0209], [-0.1331, -0.0315, 0.2518], [0.1844, 0.0637, -0.1381], [-0.3635, -0.6122, 0.4013], [-0.2333, -0.2856, -0.2801], [0.1488, -0.2578, 0.0669], [0.0411, -0.1128, 0.2399], [-0.0953, 0.1027, 0.1703], [-0.6274, -0.0927, 0.6008], [0.4158, 0.0300, -0.2690]],
  "mulliken_charge": [0.47, 0.86, 0.28, -0.36, 0.32, -0.02, 0.50, 1.07, -0.47, 0.52, -1.23, 0.03, 0.46, 0.88, -0.54, 0.43, 0.48, 0.35, 0.05, 0.48, 0.57, 0.30, -0.56, 0.41, -0.96, 0.37, 0.55, 0.29, 0.40, 0.39, -0.08, -0.95, 1.02, -1.12, 0.26, -0.04, -1.04, 0.17, -1.12, 0.19, 0.02, 0.45, -1.21, 0.49, 0.37, 0.56, -0.55, 0.33, 0.53, 0.47, -1.17, 0.39, 0.45, -0.71, 0.35, 0.52, 0.56, 0.42, 0.33, -1.09, 0.44, -1.41, -0.54, 0.36, 0.27, 0.43, 0.46, -0.38, -0.73],
  "lumo_energy_ev": [-12.1, -15.4],
  "relative_energy_kj_mol": 248.56,
  "multiplicity": 5,
  "energy_ha": -4774.79551,
  "homo_lumo_gap_ev": [7.3, 4.6],
  "total_charge": 4
}


{
  "formula": "C19H43OP3RuS",
  "method": "ωB97M-V/def2-TZVPD",
  "species": ["H", "P", "C", "H", "H", "H", "H", "C", "H", "H", "C", "H", "H", "H", "H", "H", "C", "H", "H", "C", "H", "H", "H", "P", "P", "H", "C", "C", "C", "H", "H", "S", "C", "O", "H", "C", "H", "H", "H", "C", "C", "H", "H", "H", "H", "H", "H", "H", "C", "H", "H", "H", "H", "C", "Ru", "C", "H", "H", "C", "H", "C", "C", "H", "C", "H", "H", "H", "H"],
  "xyz": [[-1.351, 0.534, 3.154], [0.083, -2.648, -2.087], [0.918, 0.818, -6.272], [2.150, -3.590, -1.157], [-2.687, 0.129, -3.665], [0.656, 3.706, 1.023], [-2.208, -3.431, -1.718], [3.270, -0.500, -1.994], [-2.808, -1.622, -3.324], [1.427, 2.012, -0.474], [2.732, -1.403, 0.688], [-0.620, 4.763, -1.606], [2.114, 1.375, 1.044], [-2.557, 0.358, 1.842], [-1.821, -2.021, 2.214], [1.070, 3.998, -1.415], [-3.509, -1.230, -0.212], [-4.449, -1.424, -0.746], [-1.944, 2.030, -1.592], [-0.842, -2.083, 1.732], [0.720, -4.010, -0.163], [-2.631, 1.710, 0.016], [2.988, 0.154, -2.829], [-2.377, -0.318, -1.315], [2.048, -0.363, -0.659], [1.813, -2.042, -3.701], [-3.077, -0.622, -2.968], [0.976, 0.692, -4.886], [0.884, -2.623, -3.729], [-1.785, -3.376, -3.460], [-1.083, 4.368, 0.800], [-0.277, -0.429, 1.291], [-0.017, 1.679, -6.866], [0.014, 1.241, -2.725], [3.825, -1.428, 0.585], [0.049, 1.380, -4.090], [-1.703, 2.994, -6.512], [-1.573, 2.771, -4.006], [4.246, -0.179, -1.603], [-1.528, 0.647, 2.077], [0.121, 4.287, -0.955], [1.606, 0.229, -6.877], [-0.863, -2.730, 0.848], [-3.066, -2.189, 0.080], [-4.173, -0.540, -2.919], [-3.699, 1.708, -1.423], [-0.100, -2.455, 2.447], [1.712, 0.056, -4.390], [-0.940, 2.361, -6.062], [-1.155, -4.690, -2.425], [3.349, -1.536, -2.345], [2.355, -2.430, 0.634], [-3.731, -0.651, 0.690], [-0.121, 4.091, 0.352], [-0.162, -0.704, -1.066], [-0.898, 2.243, -4.676], [0.202, -2.171, -4.462], [-1.331, 1.685, 1.795], [1.093, -3.884, -1.188], [2.472, -0.985, 1.668], [2.200, 1.351, -0.051], [-2.701, 1.453, -1.046], [-0.028, 1.782, -7.954], [-1.419, -3.623, -2.455], [0.130, 0.182, -2.429], [1.112, -3.656, -4.035], [1.002, -4.841, -1.721], [3.188, 1.732, -0.346]],
  "forces_ev_per_angstrom": [[-0.0577, 0.0495, -0.2349], [0.5332, -4.2416, -1.5081], [-0.6977, 0.8704, -2.4289], [-0.2563, -0.1024, -0.0139], [-0.0873, -0.1735, 0.0873], [-0.3506, 0.1012, -0.2461], [0.1212, -0.1697, -0.2334], [0.1725, 0.0014, -0.0100], [-0.1976, 0.3267, 0.0154], [0.2893, -0.3782, 0.0644], [-0.0467, -0.1556, -0.0222], [0.2431, -0.2020, 0.2463], [0.0840, -0.0348, -0.3087], [0.3820, 0.0855, 0.0387], [0.1446, -0.1328, -0.1565], [-0.2202, 0.2805, 0.1815], [0.0773, -0.2619, 0.0788], [0.2184, 0.0612, 0.1740], [-0.2335, -0.1537, 0.2303], [0.2942, -0.3000, 0.7228], [0.1418, -0.0525, -0.2521], [-0.0716, -0.0370, -0.3347], [0.1718, -0.1098, 0.2657], [-2.2172, 1.8764, -0.4735], [2.1218, 1.5783, 0.4235], [-0.1986, -0.2713, -0.0467], [0.0251, -0.0569, -0.1418], [-0.5800, 0.2155, 2.4910], [0.1118, 0.3979, -0.1361], [0.0510, -0.1285, 0.2902], [0.4712, 0.0140, -0.1577], [-0.5224, 0.3516, 1.0705], [0.4347, -0.4585, -0.2052], [0.3917, 0.2801, -1.1286], [-0.2212, 0.0260, 0.0617], [-0.4734, -0.0284, 0.5060], [0.1577, -0.1115, -0.0365], [0.0221, 0.0322, -0.2697], [-0.1819, -0.1098, -0.2084], [0.0199, -0.1845, 0.1732], [-0.2874, -0.2478, 0.6816], [-0.1687, 0.2301, -0.0385], [-0.1222, 0.1392, 0.2999], [-0.2515, 0.1431, -0.0169], [0.2965, 0.0206, -0.0850], [0.1041, 0.0602, 0.1976], [-0.3201, -0.2110, -0.1089], [-0.1803, 0.2299, -0.3488], [0.4186, 0.1611, -2.3556], [-0.1433, 0.2788, -0.0598], [0.0916, 0.2303, 0.0902], [0.1542, 0.2149, 0.0616], [-0.0007, -0.1808, -0.2574], [0.0708, 0.1315, -0.6907], [-1.0403, -1.3175, 3.4211], [0.9149, -1.0829, 2.4422], [0.1473, -0.1513, 0.1386], [0.0741, -0.2293, -0.0217], [0.1094, -0.1565, -0.0086], [0.0966, -0.0592, -0.2968], [0.4163, 0.3918, -0.0047], [-0.4482, 0.1870, -0.1800], [-0.1130, -0.0001, 0.4238], [-0.2976, -0.1422, 0.0643], [0.6098, 2.1424, -2.4642], [-0.1227, 0.2917, 0.1103], [0.1234, 0.1937, 0.1900], [-0.1984, 0.0391, 0.2487]],
  "mulliken_charge": [0.48, 1.49, -0.72, 0.43, 0.21, 0.32, 0.33, -1.21, 0.25, -0.25, -1.42, 0.30, 0.51, 0.36, 0.45, 0.33, -1.33, 0.53, -0.13, -0.91, 0.38, 0.34, 0.27, 1.10, 0.82, 0.24, -1.21, -0.02, -1.27, 0.41, 0.34, 0.28, -0.72, 0.34, 0.48, 0.39, 0.47, 0.52, 0.58, -1.08, -0.59, 0.49, 0.00, 0.31, 0.54, 0.51, 0.45, 0.40, -0.38, 0.52, 0.33, 0.34, 0.33, -0.60, -1.20, 0.08, 0.33, 0.14, -1.50, 0.46, -1.00, -0.85, 0.45, -1.44, 0.51, 0.52, 0.59, 0.57],
  "lumo_energy_ev": [-9.0, -13.4],
  "relative_energy_kj_mol": 139.25,
  "multiplicity": 6,
  "energy_ha": -2340.91705,
  "homo_lumo_gap_ev": [6.0, 3.9],
  "total_charge": 3
}


{
  "formula": "C19H44AlBeCaClFLi2N6O10P2S2",
  "method": "ωB97M-V/def2-TZVPD",
  "species": ["C", "H", "S", "H", "N", "O", "C", "C", "C", "H", "H", "O", "N", "H", "O", "O", "O", "H", "H", "H", "H", "H", "C", "H", "C", "H", "Li", "O", "H", "H", "C", "H", "N", "C", "H", "Be", "H", "N", "C", "H", "H", "H", "C", "H", "H", "C", "N", "H", "H", "C", "P", "H", "C", "N", "H", "C", "C", "H", "C", "H", "P", "C", "H", "O", "H", "Cl", "O", "H", "H", "H", "Li", "H", "H", "H", "H", "H", "H", "H", "O", "H", "F", "C", "Al", "H", "O", "Ca", "H", "H", "S", "C"],
  "xyz": [[0.672, -4.879, -0.409], [-1.168, -5.402, 0.747], [-1.067, -1.394, -0.111], [0.779, -1.335, -2.628], [-4.071, 0.713, 3.696], [1.316, 3.123, -0.195], [-0.584, -2.903, -1.001], [-1.948, 2.138, -0.279], [1.133, 0.518, 1.904], [-1.135, 4.184, 2.768], [2.152, -1.971, -0.604], [-2.798, -4.609, -5.677], [0.303, 1.315, 0.974], [-1.641, 3.140, -0.660], [5.278, 6.594, 3.526], [6.044, 0.396, -4.532], [3.860, 0.316, -3.277], [-4.661, -0.024, 4.075], [0.411, 3.634, 5.048], [-0.357, 4.284, 1.218], [2.273, 2.407, 5.631], [7.328, 6.766, 3.117], [1.167, 1.932, 0.060], [-1.868, -0.816, -2.249], [-0.091, -5.246, 0.918], [-0.015, -4.339, 1.554], [-3.356, 4.364, 4.381], [-0.864, -4.304, -6.387], [1.202, 4.562, 3.070], [-4.823, -5.649, -8.079], [0.862, 3.507, 2.876], [1.721, -5.170, -0.219], [0.643, -3.403, -0.538], [0.766, 2.887, 4.308], [-2.175, 1.455, -2.276], [3.424, 5.775, 4.448], [6.365, 7.988, 2.396], [2.118, 2.373, 4.629], [-2.069, -0.379, -1.243], [-4.171, -1.650, 2.830], [-4.724, 1.427, 3.366], [-3.155, -0.526, -1.132], [-1.627, 1.106, -1.370], [0.099, 2.008, 4.334], [-1.632, 1.011, 3.565], [-4.679, -6.647, -7.616], [-3.243, -1.244, 2.872], [1.520, -0.018, -0.928], [0.396, -6.059, 1.474], [6.314, 6.930, 2.712], [-1.222, 2.017, 1.445], [0.268, -5.424, -1.278], [1.500, -2.214, -2.633], [-4.052, 0.250, 1.259], [1.225, -3.037, -3.325], [1.798, -2.814, -1.237], [2.026, 0.956, -0.809], [-4.643, -6.366, -6.520], [-1.640, -5.110, -5.801], [-3.042, 2.218, -0.204], [4.548, 0.089, -4.635], [-3.301, 0.199, 2.540], [2.207, 0.790, 1.867], [-1.318, -6.228, -5.397], [2.658, -3.502, -1.288], [-3.165, 3.104, 2.039], [4.350, -1.373, -5.056], [2.507, -1.811, -3.010], [6.373, 6.399, 1.737], [-2.646, -1.740, 2.213], [1.698, 6.047, 2.489], [2.201, 1.400, -1.802], [-5.694, -7.097, -7.688], [3.006, 0.821, -0.311], [2.822, 2.897, 4.123], [-4.966, 0.675, 1.406], [-0.577, 1.076, -1.733], [1.104, -0.549, 1.591], [3.897, 1.003, -5.685], [-4.252, -0.674, 0.898], [-2.667, -1.469, 5.217], [-1.819, 0.658, 2.527], [3.342, 4.452, 1.041], [-1.250, -0.287, 2.471], [-3.677, -7.362, -8.051], [1.620, -0.612, -4.699], [1.709, 3.072, 2.305], [0.860, 0.549, 2.968], [-1.552, -3.513, -2.166], [-0.457, 3.622, 2.105]],
  "forces_ev_per_angstrom": [[-0.0343, -0.7135, 1.5642], [0.4865, -0.3045, 0.1026], [0.7353, -0.1285, -0.0931], [0.1833, -1.1122, 0.4221], [-0.3084, 1.4148, -0.9307], [-0.5320, 0.7847, 0.9282], [-1.0075, 0.5589, -0.2905], [0.0508, 0.5696, -0.3841], [0.6816, -1.9321, -0.0516], [0.1632, -0.5726, -0.3267], [-0.0308, -0.4350, -0.3909], [-0.4702, -0.3360, 0.0475], [1.2113, 1.2682, 0.1238], [0.0413, -0.5115, 0.3159], [-3.2114, -1.3883, 1.0677], [-0.1281, -0.0200, -0.3984], [-1.9993, -0.3288, -0.0478], [0.6425, -0.1963, 0.2563], [0.0524, -0.1887, -0.4763], [0.0031, -0.6193, 0.2421], [0.3424, -0.0544, -0.2031], [-0.2753, -0.2182, 0.4218], [0.7422, -2.0043, -1.8580], [-0.0866, 0.0770, 0.5831], [0.1244, 1.0410, -0.3995], [-0.0154, -0.5640, -0.1357], [-0.1692, -0.7678, -0.6262], [0.3914, 0.1200, 0.1639], [-0.2491, -1.1340, 0.2773], [0.7334, 0.2417, 0.0966], [-0.2308, 0.6463, 0.4154], [-0.4220, 0.2607, -0.4638], [-0.3796, -0.6504, -0.9279], [1.0408, -0.4417, -0.6042], [0.1412, -0.0010, 0.6114], [2.3655, 1.1980, -1.8638], [-0.4798, 0.0555, 0.3106], [-0.8595, 0.1732, -0.0571], [0.0143, -0.3701, -1.2623], [0.1135, 0.0336, 0.2662], [0.2397, -0.0876, 0.0518], [0.5531, 0.2367, 0.4040], [0.0391, -0.6522, -0.7867], [-0.0901, 0.5609, -0.0933], [-0.1735, -0.2533, -0.4853], [-1.2945, 0.5248, -1.0155], [1.0812, 0.4032, -1.0116], [0.3153, 0.4391, 0.3546], [-0.4421, 0.0421, -0.4249], [1.4885, 0.4507, -1.0034], [0.0513, -0.2159, -0.6857], [0.2727, 0.3480, 0.1937], [1.6714, 0.0767, -0.9579], [-0.1063, 1.5796, -0.4472], [-0.4378, 0.5498, 0.1681], [0.1812, 1.9210, 0.6597], [-0.4558, 0.3059, 0.7698], [0.6229, 0.0134, 0.3368], [-0.0178, 0.2785, -0.2735], [0.5684, -0.3238, 0.2617], [0.5091, 0.2725, 0.5804], [-2.0174, -3.2125, 0.8127], [-0.6448, 0.1619, 0.0041], [-0.0787, -0.0399, 0.0162], [-0.6971, 0.0182, -0.1391], [-1.6385, 1.5790, 1.1429], [-1.1579, -0.1350, -0.1597], [-0.7114, -0.4996, 0.8109], [-0.3857, -0.2890, 0.0841], [-0.0999, -0.0632, 0.1753], [0.1005, 0.9817, 0.5441], [0.1550, -0.0260, 0.4995], [0.2397, -0.6848, 0.3267], [-0.3560, -0.1218, -0.4885], [0.1156, 0.1276, 0.5532], [0.3060, 0.1473, -0.0931], [-0.3205, 0.2970, 0.6715], [-0.0977, 0.4935, 0.2762], [-0.7029, -0.3584, -0.0190], [0.3203, -0.0614, 0.3255], [0.1925, 0.2457, 0.4394], [0.1728, -0.0151, 1.0818], [0.6262, -0.1874, -0.2764], [0.1739, 0.7804, -0.3933], [0.0462, 0.1899, 0.5055], [3.0276, 0.3859, -0.2825], [-0.7002, -0.2831, 0.3729], [-0.2394, 0.3122, -0.5366], [0.3728, 0.0011, 0.4291], [0.0517, 0.3354, 0.2962]],
  "mulliken_charge": [-0.54, 0.26, 0.36, -0.18, -0.37, -0.67, -0.95, -1.07, -1.24, 0.43, 0.10, -0.43, 0.98, 0.45, -0.70, -0.44, -0.12, 0.30, 0.37, 0.43, 0.28, 0.26, -0.14, 0.56, -0.94, 0.22, 0.93, -0.50, -0.31, 0.24, 1.65, 0.41, 0.34, -0.68, 0.61, 0.49, 0.27, -0.50, -0.95, 0.31, 0.37, 0.42, -0.60, -0.03, 0.00, -0.38, -0.53, -0.82, 0.38, -0.65, 0.78, 0.43, -1.13, -0.07, 0.64, -1.00, -0.62, 0.20, 0.86, 0.73, 0.31, -0.14, 0.47, -0.45, 0.59, -0.56, -0.49, 1.00, 0.10, 0.08, 0.41, 0.52, 0.29, 0.42, 0.08, 0.23, -0.04, 0.09, -0.51, 0.29, -0.71, -1.31, 0.86, 1.02, -0.33, 1.55, -0.70, 0.46, 0.07, -1.06],
  "lumo_energy_ev": -7.1,
  "multiplicity": 1,
  "energy_ha": -4819.34602,
  "homo_lumo_gap_ev": 1.1,
  "total_charge": 1
}